Below is 5 unconnected molecules or ions with the total composition C26H68FN6O11PS, with properties calculated with ωB97M-V/def2-TZVPD.

Last column: Mulliken charge in e.
Cartesian coordinates (Å):
H (-9.02355, 1.66245, 5.86429)  0.42
H (4.63413, -2.00019, -3.50987)  -0.02
C (-8.64472, 1.15346, 3.81267)  -0.19
H (-8.11735, 0.44707, 7.69597)  0.36
H (4.62500, -5.02137, -4.17573)  0.35
H (-10.07627, 0.39057, 5.21161)  0.39
H (4.18588, 1.55125, -1.09287)  0.12
N (2.32176, 3.11371, 4.10690)  -0.30
C (4.60833, -0.93943, -3.23583)  -0.36
C (2.51247, 6.53197, 4.66637)  -0.76
H (5.03733, 0.40558, -0.04915)  0.27
H (6.64651, -1.05450, -2.63309)  0.38
H (5.75367, 1.99745, -0.39064)  0.33
O (-2.11022, -1.01022, -0.89153)  -0.60
O (3.52062, 5.77623, 4.03361)  -0.35
H (-1.81885, 2.44562, -0.00879)  0.35
H (3.16343, 0.36820, -2.63594)  0.14
H (4.86965, -0.37236, -4.13312)  0.42
H (2.37140, -6.66104, -8.82897)  0.39
H (-0.38250, 1.09330, -1.90222)  0.29
H (4.05717, -6.14993, -8.60684)  0.41
H (1.84766, 3.92445, 3.72603)  0.15
H (0.86550, 1.77008, 3.50732)  0.34
H (0.92745, -3.84117, -5.58660)  0.36
C (2.65033, -1.41076, -1.81133)  -0.13
H (4.20879, 3.41670, 3.13319)  0.11
C (3.77010, -5.54554, -4.61025)  -0.88
N (-7.34939, 1.81173, 3.82154)  -0.30
C (5.70601, -0.69383, -2.20902)  -0.61
C (1.93502, 1.93227, 3.34948)  -1.07
H (2.37793, -2.97397, -6.12805)  0.22
N (3.88501, -5.46604, -6.05842)  -0.28
C (3.74922, 3.38079, 4.13260)  -0.08
O (1.43183, 2.91469, 1.15383)  -0.23
H (-0.59435, 0.69244, 0.41824)  0.66
P (-2.95681, -0.56360, 0.23249)  0.52
C (2.90857, -6.24863, -6.79629)  -0.23
C (0.64953, 1.37650, -1.65528)  -0.97
H (0.64793, 2.27636, -1.03905)  0.00
O (5.90988, 0.67455, -1.90822)  -0.45
C (1.70324, -3.13200, -5.28136)  -0.80
H (2.24597, 7.33896, 3.98619)  0.25
H (1.61929, 5.93484, 4.88272)  0.32
H (1.24330, -2.17670, -5.03133)  0.25
H (-3.92876, 2.19988, 1.30274)  -0.06
S (-1.35963, -1.20285, 2.57532)  1.19
H (1.77086, 4.86295, 1.84859)  0.19
H (2.56494, -5.17203, -2.89615)  0.35
C (-5.79560, -0.96463, 3.02128)  -0.69
H (-6.07589, 1.27144, 0.67253)  0.36
H (3.10285, 4.12825, 0.94102)  0.36
H (-6.87191, -0.70830, 7.18063)  0.25
H (-8.66837, 0.23606, 3.20553)  0.19
N (-1.80643, 2.27211, 0.98655)  0.10
H (1.90174, 0.97390, 1.43954)  0.01
H (-6.76450, -1.36695, 2.71082)  0.38
H (-5.88305, 2.68188, 2.65061)  0.41
H (5.52857, -1.25247, -1.28163)  0.33
C (5.17626, 1.17509, -0.81604)  -0.47
H (5.10720, 4.83356, 4.93046)  0.40
H (4.24829, 2.58218, 4.69060)  0.37
H (-3.13500, 3.78002, 1.51209)  0.39
H (-9.38789, 1.83953, 3.39445)  0.37
H (3.09721, -7.31138, -6.61359)  0.39
H (3.85885, -6.59730, -4.31589)  0.45
H (3.80861, -4.49771, -6.34672)  0.11
H (-6.77712, 0.99411, 6.67154)  0.32
C (2.01214, 4.19350, 1.01698)  -0.84
C (2.19555, 1.94480, 1.84944)  0.14
H (3.25781, 2.08697, 1.62681)  0.24
O (-8.18808, -0.22537, 5.72911)  -0.35
N (3.23351, -0.61267, -2.88264)  -0.15
C (4.02825, 4.70074, 4.81355)  -0.82
H (1.62221, 4.63404, 0.09865)  0.31
H (-5.87063, -0.65556, 4.06628)  0.15
O (-0.01026, -1.33132, 2.16195)  -0.50
H (2.45136, 1.06487, 3.77496)  0.39
H (-7.30196, 0.25784, 1.43010)  0.50
H (1.60135, -5.47881, -4.34064)  0.42
C (-6.42913, 0.88905, 1.63512)  -0.83
H (-3.67118, 0.61115, 0.00323)  -0.10
H (4.50527, -3.71531, -8.42798)  0.32
H (1.17788, 1.57948, -2.59387)  0.23
H (3.22699, -2.86995, -9.33185)  0.25
H (2.86590, 6.96694, 5.60765)  0.36
C (-3.01579, 2.70097, 1.64759)  -0.62
H (4.05212, -4.26815, -10.05110)  0.36
H (-3.90038, -1.44958, 0.73859)  0.01
F (-2.11154, -2.49195, 2.04541)  -0.29
O (1.27634, 0.36981, -0.89012)  0.80
C (3.66426, -3.84357, -9.11871)  -0.75
C (3.02663, -5.97987, -8.27915)  -0.81
C (2.50707, -4.98153, -3.97160)  -0.54
C (-1.16784, 1.03968, 1.28452)  -0.94
H (2.59413, -2.44338, -2.15920)  0.15
N (-2.14569, -0.08007, 1.66217)  0.67
H (3.23413, -1.39319, -0.87788)  0.25
H (0.64875, -0.89475, -2.40073)  0.36
O (-5.38483, 0.08958, 2.16850)  -0.18
O (-1.74237, -1.07450, 3.93029)  -0.62
C (1.25407, -0.92900, -1.49044)  -1.01
H (-2.92145, 2.49883, 2.72085)  0.29
H (-5.04369, -1.75159, 2.95259)  0.30
C (-6.78684, 2.08548, 2.51000)  -0.75
O (2.37695, -3.58165, -4.12271)  -0.15
C (-9.05436, 0.77916, 5.21874)  -0.81
H (0.76624, -1.61129, -0.79087)  0.24
H (1.86806, -6.04603, -6.50194)  0.19
H (-0.48383, 1.16103, 2.13393)  -0.58
O (2.63985, -4.64382, -8.57181)  -0.35
C (-7.45529, 0.15733, 6.87309)  -0.76
H (3.56748, 4.71163, 5.80641)  0.42
H (-6.70058, 1.24470, 4.35454)  0.13
H (-7.49569, 2.70806, 1.95266)  0.40

DFT total energy: -82364.0214 eV
Orbital gap: 8.850 eV
Net charge: 0
SMILES: CNCN([PH2]=O)S(=O)(=O)F.COCCNCCOC.COCCNCCOC.COCCNCCOC.COCCNCCOC

=====

Below is a molecular structure, C26H68O26PbS8 at a distorted geometry, with properties calculated with ωB97M-V/def2-TZVPD.

Last column: Mulliken spin population.
Cartesian coordinates (Å):
H (-3.07712, -2.91989, -5.05905)  0.00
H (5.55995, 1.81991, 8.00190)  0.00
H (-2.45063, 1.70444, 2.11380)  -0.01
C (0.92818, 0.75712, 4.74127)  0.00
H (-0.36788, -3.64590, -1.43434)  0.01
H (-1.12830, 2.88486, 0.09956)  0.00
H (0.86811, -3.56207, 2.45026)  0.00
H (-1.60996, 5.11278, 5.39104)  0.00
H (-2.96327, -1.38522, -2.99173)  0.00
C (-2.70975, -3.19013, 1.00346)  0.00
H (-2.23579, 1.44118, 3.72841)  0.01
O (-5.16680, 1.61261, 2.84389)  0.00
H (0.47089, -8.17851, 1.73746)  0.00
C (0.89744, 3.77670, -3.40774)  0.00
H (3.96326, -1.42014, -4.47961)  0.01
H (2.98705, 7.37058, -2.33046)  0.00
C (-3.05155, -1.83254, -5.13077)  0.00
S (0.01129, 4.33911, 1.70684)  -0.10
O (-2.05461, -7.23613, 2.63061)  0.00
H (-0.18163, -7.38958, 0.27793)  0.00
H (-0.49213, 4.44206, -0.66697)  0.01
H (0.73432, -0.25180, -6.21965)  0.00
C (0.30370, -3.59982, -3.53576)  0.00
H (-0.13601, 3.58551, -3.11875)  0.01
C (-2.14941, 4.65878, 3.19945)  0.02
O (-2.44685, 1.23926, -5.37890)  0.00
H (4.29760, -1.93139, -0.23469)  0.02
H (0.89005, 8.39377, -1.55309)  0.00
H (-1.15112, 0.88246, -0.55143)  0.01
O (2.04385, 3.13637, 5.12354)  0.00
Pb (2.48101, 1.61329, 0.48120)  1.42
C (-5.66959, -0.25505, -0.39527)  0.00
S (2.69785, -2.03652, 2.01459)  0.00
H (-0.03949, -0.50498, -2.30540)  -0.01
O (0.22630, 5.79340, 1.76399)  0.02
O (4.08278, -4.16942, -3.72844)  0.00
C (-2.75371, -4.75291, 1.36091)  0.00
C (3.73345, 1.57806, 6.86347)  0.00
O (-4.54180, -0.51110, 1.59080)  0.00
H (-3.58495, -1.62563, -6.05855)  0.00
H (5.23170, -3.70169, -1.56492)  0.00
H (-3.18541, -4.88303, 2.35328)  0.00
O (2.85489, -0.69445, 1.43919)  -0.27
C (3.86773, -2.93215, -0.19245)  0.05
O (1.89856, 3.63156, -0.93220)  -0.28
C (0.31501, -7.22437, 1.23405)  0.00
H (2.98695, -3.00271, -0.83068)  -0.04
H (-2.60208, 3.74626, 5.15645)  0.00
S (2.05675, 4.42645, -2.13937)  -0.01
S (-4.33245, 0.39362, 2.95466)  0.00
O (-1.96758, 0.07968, -7.56541)  0.00
H (-4.51586, -1.81192, -3.59350)  0.00
H (0.28285, -2.04048, 1.77563)  0.03
H (0.20962, 0.74069, -4.76016)  0.00
H (5.72389, -3.96483, 0.08676)  0.00
H (0.14668, -2.53658, -3.71732)  0.01
C (-3.63609, -1.21427, -3.83208)  0.00
H (1.22247, 8.91633, -3.26090)  0.00
C (-0.60831, -4.16248, -2.36356)  -0.01
S (2.85742, -3.54045, -4.23909)  -0.01
H (0.91407, 4.38238, -4.31381)  0.00
H (0.02595, -4.20972, -4.39540)  0.00
H (-2.03408, 4.29866, 0.30269)  0.00
O (3.63647, -3.13334, 1.20400)  0.05
H (-3.04752, 4.28242, 2.70969)  0.00
H (5.65365, 2.24404, 6.25928)  0.00
H (4.32110, -4.94516, -0.60715)  0.00
O (3.43854, 1.06874, 5.60224)  -0.01
C (0.99975, 8.08459, -2.59254)  0.00
H (3.41792, 2.60989, 7.01803)  0.00
H (-5.81209, -1.33290, -0.47286)  0.00
O (1.64709, -3.92582, -3.22848)  -0.01
O (1.54735, 5.92956, -1.77143)  -0.03
H (-4.45848, 1.21206, 0.37173)  0.00
C (-0.37481, 0.17182, -0.26776)  0.08
O (-0.27920, -5.65715, 3.47136)  0.00
H (0.31499, 1.52927, -6.33475)  0.00
C (1.03012, -2.82595, 1.66287)  0.00
O (2.99572, -2.29372, 3.44940)  0.01
H (1.18650, -1.07824, -1.33381)  0.03
H (-3.51742, -0.08854, -0.17990)  0.01
H (-0.48164, -5.24286, -2.29423)  0.00
O (-1.05879, 3.81233, 2.90115)  0.10
C (-2.57389, 0.90339, 2.84265)  0.05
O (2.90479, 1.59558, 3.25086)  -0.27
H (1.21728, 2.78145, -3.71638)  0.00
O (0.21692, 0.61600, 0.98758)  0.08
O (3.40499, 4.50424, -2.69643)  0.00
H (-1.64839, -3.88916, -2.54138)  0.00
H (1.15691, -6.53252, 1.20851)  0.00
H (-1.90597, 0.04226, 2.82165)  0.00
H (-3.68706, -2.76444, 0.77598)  0.00
C (3.04670, -1.73807, -3.98267)  -0.02
S (2.35729, 1.83617, 4.58072)  0.09
S (-1.65510, 0.21782, -6.13198)  0.00
H (0.47371, 0.88812, 3.75923)  0.01
H (2.19305, -1.18490, -4.37432)  0.01
O (1.20422, 3.49397, 1.75576)  0.01
O (1.67895, 0.69130, -1.93913)  -0.16
C (0.61724, -0.16457, -1.50481)  -0.05
C (5.25606, 1.54240, 6.99258)  0.00
H (0.02458, 7.70129, -2.89295)  0.00
H (-6.55191, 0.09560, 0.14014)  0.00
H (-3.28924, -5.26121, 0.55908)  0.00
H (-3.29430, 5.28964, 4.93517)  0.00
C (4.86474, -4.00071, -0.58308)  0.01
H (3.10123, -1.59936, -2.90291)  0.03
H (1.32138, -0.22307, 5.01093)  0.00
C (-2.38473, 4.72531, 4.72946)  0.01
H (-1.97968, 5.70915, 2.96283)  0.00
C (-1.00489, 3.96564, 0.16862)  0.04
H (5.67163, 0.60515, 6.62246)  0.00
H (-2.20284, -3.00641, 0.05615)  0.01
H (3.21925, 0.97892, 7.61496)  0.00
H (2.04613, 6.62270, -3.64943)  0.00
H (-2.24428, -2.76292, 1.89167)  0.00
O (-4.43861, -0.51544, 4.09751)  0.00
S (-0.92724, -6.38693, 2.33988)  0.00
C (0.13901, 0.57650, -5.83541)  0.00
C (2.02560, 6.93722, -2.60599)  0.00
H (-5.69197, 0.05662, -1.43952)  0.00
H (1.11960, -3.28261, 0.67719)  0.00
O (-1.75315, -1.26203, -5.33202)  0.00
C (-4.47109, 0.12429, 0.30310)  -0.01
O (2.40883, -3.80097, -5.62055)  0.00
H (0.28047, 1.09981, 5.54820)  0.00
H (-0.96135, -0.71498, -0.02762)  0.03
O (-1.36035, -5.18012, 1.28927)  0.00
H (-4.01119, -0.19116, -3.85803)  0.00

Multiplicity: 2
DFT total energy: -173220.6773 eV
Orbital gap (spin up / spin down): 1.952 / 6.375 eV
Net charge: -1

=====

Question: Which formula does entry 1 have?
Answer: C26H68FN6O11PS

=====

Question: DFT total energy of number 1 (C26H68FN6O11PS)?
Answer: -82364.0214 eV

=====

Question: net charge of number 1 (C26H68FN6O11PS)?
Answer: 0

=====

Question: DFT total energy of number 1 (C26H68FN6O11PS)?
Answer: -82364.0214 eV